(1)
Formula: C41H54ClN6O3PSTa
Source: the OMol25 dataset
Level of theory: wB97M-V/def2-TZVPD

Each line ends with the Mulliken charge.
Element x y z (Å)
Ta: -1.00634 0.12061 -0.77197  -0.285
O: -4.50110 1.63311 0.85401  -0.565
C: -3.37064 1.51705 0.46839  -0.117
N: -2.74798 0.30034 0.19277  0.839
C: -3.67827 -0.81007 0.40071  -1.698
C: -2.97046 -2.11581 0.43497  0.514
C: -3.63916 -3.27227 0.81547  -0.907
C: -2.97036 -4.48066 0.79579  -0.721
C: -1.64250 -4.50094 0.37661  -1.096
C: -1.04499 -3.31548 0.01672  -0.655
N: -1.68395 -2.13321 0.05792  0.735
C: -2.48830 2.70227 0.25859  0.711
C: -2.95567 3.96845 0.55468  -0.872
C: -2.11400 5.05179 0.34763  -0.855
C: -0.84471 4.82104 -0.16612  -1.009
C: -0.45794 3.52304 -0.44596  -0.166
N: -1.25638 2.47687 -0.22048  0.432
H: -4.24962 -0.64540 1.31406  0.918
H: -4.40891 -0.81531 -0.41547  0.340
H: -4.67282 -3.20543 1.12954  0.637
H: -3.47137 -5.39143 1.09577  0.504
H: -1.07885 -5.42194 0.33578  0.602
H: -0.01857 -3.30850 -0.32362  0.508
H: -3.96372 4.07475 0.93083  0.657
H: -2.44651 6.05635 0.57264  0.502
H: -0.16063 5.63735 -0.35065  0.573
H: 0.51626 3.31361 -0.86823  0.190
Cl: 2.17356 2.76649 -7.02065  -0.132
C: 1.65061 2.11580 -5.53068  -0.171
C: 2.55150 1.45147 -4.69521  -0.888
C: 2.14216 0.93949 -3.47739  -0.268
C: 0.82562 1.07615 -3.05664  0.546
O: 0.41673 0.57751 -1.87796  2.268
C: -0.09868 1.71437 -3.90825  1.128
C: -1.49735 1.81357 -3.56979  -0.582
O: -2.04263 1.43048 -2.52856  -0.458
C: 0.33085 2.22761 -5.13714  -1.219
H: 3.58136 1.34013 -5.00885  0.524
H: 2.85489 0.43547 -2.83681  0.475
H: -2.13553 2.28453 -4.32867  0.481
H: -0.38310 2.71940 -5.78803  0.505
C: 4.19626 3.17067 1.46457  -0.845
C: 4.18097 2.34452 0.16809  -1.067
C: 2.81885 1.65455 -0.04839  0.653
C: 2.19995 1.33099 1.31475  1.176
C: 1.79287 2.63357 2.02756  -0.531
C: 2.81053 3.75452 1.72914  -0.873
P: 0.85789 0.05811 1.27272  -0.678
C: -0.02974 -0.01001 2.89825  0.252
C: -1.00617 1.14471 3.14715  -0.419
C: -1.96389 0.76248 4.28898  -0.741
C: -1.24341 -0.03206 5.39448  -0.811
C: 0.24202 0.31402 5.40826  -0.895
C: 0.91311 -0.17853 4.11496  -0.793
C: 1.66726 -1.60722 1.09306  0.654
C: 2.92051 -1.84414 1.97691  -1.091
C: 4.20286 -1.91372 1.14912  -0.414
C: 4.15219 -3.07964 0.15065  -0.995
C: 2.73950 -3.26120 -0.44065  -1.073
C: 1.97258 -1.94052 -0.37846  0.577
H: 4.93630 3.96516 1.38613  0.569
H: 4.49589 2.54790 2.31143  0.265
H: 4.97653 1.59766 0.19875  0.316
H: 4.38549 2.99324 -0.68518  0.517
H: 2.95293 0.75811 -0.65027  -1.111
H: 2.14926 2.31385 -0.60551  -0.417
H: 2.97442 0.83300 1.90638  1.081
H: 1.75526 2.46376 3.10445  0.441
H: 0.79665 2.94874 1.71144  -0.210
H: 2.84418 4.44622 2.56967  0.577
H: 2.49918 4.33307 0.85386  0.228
H: -0.63328 -0.92173 2.78931  0.640
H: -1.58035 1.37656 2.25190  -0.358
H: -0.45359 2.04138 3.42660  0.459
H: -2.79968 0.17650 3.89723  0.165
H: -2.38549 1.67748 4.70642  0.545
H: -1.35387 -1.10754 5.22837  0.299
H: -1.69334 0.18717 6.36107  0.498
H: 0.73783 -0.15497 6.25735  0.540
H: 0.36496 1.39325 5.52421  0.310
H: 1.15908 -1.23462 4.23059  0.402
H: 1.84658 0.37047 3.97571  0.157
H: 0.87564 -2.28797 1.42554  0.706
H: 2.79464 -2.79458 2.49969  0.526
H: 3.02614 -1.08448 2.74697  0.297
H: 5.04987 -2.04564 1.82145  0.621
H: 4.36475 -0.96713 0.62328  -0.234
H: 4.45268 -4.00144 0.64826  0.410
H: 4.87511 -2.90232 -0.64614  0.359
H: 2.19108 -4.02098 0.12438  0.411
H: 2.80986 -3.61601 -1.46990  0.487
H: 1.04200 -1.98871 -0.96167  -0.888
H: 2.59163 -1.16417 -0.82990  0.150
C: -5.14967 -3.45017 -3.13509  -1.015
C: -4.61444 -2.08079 -3.58631  -0.631
C: -3.13492 -2.01242 -3.45012  0.202
N: -2.48396 -1.35827 -2.55624  -0.422
N: -1.12391 -1.50858 -2.62187  0.461
C: -0.73012 -2.29375 -3.59881  0.093
N: 0.54343 -2.60576 -3.86434  -0.342
S: -2.07003 -2.91662 -4.50946  -0.101
H: -6.23302 -3.46899 -3.23461  0.389
H: -4.89615 -3.64725 -2.09249  0.191
H: -4.74286 -4.25360 -3.74933  0.399
H: -5.05659 -1.28182 -2.99210  0.241
H: -4.88879 -1.91933 -4.63012  0.416
H: 1.29793 -2.10695 -3.42333  0.072
H: 0.76806 -3.20066 -4.64465  0.279

Gap between HOMO and LUMO   0.2501 Ha
Net charge   +3
HOMO   -0.6032 Ha

(2)
Formula: C41H54F6N5O27RbS4
Source: the OMol25 dataset
Level of theory: wB97M-V/def2-TZVPD

Each line ends with the Mulliken charge.
Element x y z (Å)
Rb: -3.69117 0.58459 1.82404  0.934
C: -0.71050 -1.63936 0.73086  0.252
F: -0.03738 -2.66204 0.22708  -0.077
F: -1.92296 -1.93245 1.11277  -0.213
F: 0.00235 -1.12150 1.72990  -0.163
S: -0.74983 -0.38261 -0.71756  0.878
O: 0.62809 -0.15339 -1.04783  -0.544
O: -1.54355 -0.98389 -1.77537  -0.450
N: -1.65226 0.87390 0.00095  -0.142
S: -0.77538 2.08737 -0.35972  0.596
O: 0.40997 2.21832 0.46085  -0.145
O: -0.56557 2.28087 -1.78238  -0.520
C: -1.86403 3.55105 0.15360  0.205
F: -2.83099 3.61113 -0.76074  -0.194
F: -2.37454 3.41861 1.39751  -0.159
F: -1.12562 4.63452 0.09030  -0.169
C: 4.45273 4.53104 4.29053  -0.698
O: 3.64073 3.49194 3.81472  -0.206
C: 2.39112 3.36699 4.29681  0.575
O: 1.97652 3.92847 5.27662  -0.616
O: 1.71221 2.56345 3.52274  -0.049
C: 0.30268 2.55414 3.62417  -0.279
H: 5.09717 4.22267 5.11692  0.296
H: 3.85452 5.32147 4.75210  0.224
H: 4.98614 4.96956 3.45121  0.261
H: -0.05711 1.82615 2.90711  -0.146
H: -0.10284 3.53915 3.38819  0.082
H: -0.02910 2.29449 4.63034  0.459
C: -2.46616 4.19783 5.27839  -0.650
O: -2.32943 5.31092 6.12259  -0.310
C: -3.03174 6.42176 5.83731  0.832
O: -3.90069 6.53384 5.02024  -0.578
O: -2.68291 7.33879 6.71445  -0.303
C: -3.41803 8.54301 6.73528  -0.773
H: -3.39347 3.62087 5.32069  0.451
H: -1.68263 3.52818 5.63279  0.180
H: -2.26640 4.42096 4.22830  0.242
H: -3.26202 9.18571 5.86535  0.302
H: -3.26725 9.13302 7.63297  0.278
H: -4.49607 8.38815 6.63467  0.339
C: 0.45243 6.88230 6.07936  -0.833
O: 0.11257 6.64556 4.72237  -0.078
C: 1.01767 6.79949 3.75311  0.771
O: 2.20126 6.93418 3.93839  -0.638
O: 0.40870 6.61700 2.60185  -0.375
C: 1.22168 6.31319 1.47154  -0.444
H: -0.32569 7.48942 6.54257  0.191
H: 1.35942 7.47104 6.20936  0.461
H: 0.48187 5.93155 6.60538  0.286
H: 1.96052 7.10929 1.37850  0.410
H: 0.71400 6.21574 0.51577  0.377
H: 1.70803 5.35144 1.64731  -0.123
C: 3.90932 4.86307 -0.45095  -0.621
C: 2.87986 3.98178 -0.71437  0.066
C: 2.68431 3.44705 -1.99147  -0.380
C: 3.58565 3.75255 -3.00421  -0.003
C: 4.68323 4.58383 -2.71484  -0.575
C: 4.81764 5.16418 -1.45600  -0.498
N: 3.46160 3.17933 -4.34349  1.012
O: 2.39266 2.68054 -4.63696  -0.594
O: 4.44099 3.20377 -5.05737  -0.597
H: 4.00109 5.31159 0.52996  0.404
H: 2.20487 3.58293 0.03128  0.472
H: 1.83557 2.80969 -2.19908  0.471
H: 5.47614 4.72259 -3.43548  0.457
H: 5.62944 5.85201 -1.26518  0.387
C: -1.69943 -3.16209 -3.47637  0.226
C: -2.94169 -3.69580 -3.75899  -1.246
C: -3.19654 -4.98460 -3.31403  0.715
C: -2.21398 -5.76792 -2.73945  -0.278
C: -0.98815 -5.20122 -2.42996  -0.740
C: -0.69093 -3.91287 -2.83833  -1.217
N: -2.48409 -7.17571 -2.36762  0.873
O: -3.61083 -7.59563 -2.55054  -0.683
O: -1.59001 -7.83546 -1.88355  -0.545
H: -1.45122 -2.16877 -3.81956  -0.315
H: -3.75346 -3.16931 -4.23809  0.645
H: -4.12818 -5.45257 -3.61010  0.433
H: -0.20017 -5.72275 -1.90110  1.090
H: 0.28244 -3.46138 -2.72012  0.689
C: 5.09974 -3.83741 0.49911  -0.259
C: 4.15609 -3.01341 -0.10523  -0.912
C: 3.59868 -1.95738 0.58896  -0.187
C: 4.09875 -1.65446 1.85285  -0.296
C: 5.05342 -2.46151 2.46918  -0.352
C: 5.55484 -3.55734 1.76876  -0.603
N: 3.63222 -0.43799 2.56884  0.982
O: 3.06061 0.38484 1.89127  -0.380
O: 3.94261 -0.31756 3.73319  -0.622
H: 5.52369 -4.70118 0.00291  0.551
H: 3.76759 -3.20238 -1.09728  0.364
H: 2.79546 -1.38108 0.14917  0.846
H: 5.37809 -2.22916 3.47262  0.502
H: 6.27913 -4.21363 2.23123  0.391
C: 0.33827 -5.83675 0.10445  -0.747
C: 1.71053 -5.65060 0.21684  0.088
C: 2.56719 -6.70537 0.03517  -0.751
C: 2.03551 -7.93228 -0.34557  -0.267
C: 0.67937 -8.09759 -0.58110  -0.371
C: -0.20986 -7.06643 -0.26209  -0.619
N: 2.96021 -9.01703 -0.69422  1.004
O: 4.13545 -8.72881 -0.83730  -0.613
O: 2.49895 -10.13344 -0.79483  -0.595
H: -0.36080 -5.05675 0.37414  0.373
H: 2.13270 -4.69052 0.48289  0.639
H: 3.64381 -6.66007 0.11276  0.484
H: 0.27246 -9.07801 -0.78700  0.529
H: -1.28219 -7.16313 -0.19012  0.985
O: -2.96661 -0.67547 -5.62184  -0.664
S: -1.66178 -0.09258 -5.66137  1.372
O: -0.43819 -0.85788 -5.72046  -0.643
O: -1.72785 0.83289 -7.00730  -0.304
C: -0.54536 1.54876 -7.41571  0.049
C: -0.96012 2.27280 -8.69501  -1.327
C: -1.49137 1.22318 -4.44025  -0.526
H: 0.25507 0.81970 -7.54267  0.288
H: -0.25058 2.24363 -6.62669  0.180
H: -0.31444 3.14387 -8.82266  0.391
H: -1.96200 2.69965 -8.65854  0.326
H: -0.91791 1.60317 -9.55131  0.323
H: -1.62470 0.83332 -3.43400  -0.025
H: -2.13758 2.06208 -4.67415  0.489
H: -0.43058 1.46589 -4.50803  0.140
O: -7.48909 -6.21367 0.27316  -0.648
S: -6.50255 -5.93739 -0.74279  1.207
O: -6.72278 -4.86521 -1.67563  -0.608
O: -5.05419 -5.71757 0.01139  -0.491
C: -3.92079 -5.37959 -0.78702  0.443
C: -3.20634 -4.16316 -0.20265  -0.564
C: -6.13455 -7.45615 -1.67211  -0.686
H: -4.14716 -5.24282 -1.84512  0.041
H: -3.25665 -6.23881 -0.66002  0.023
H: -3.82836 -3.26779 -0.21191  0.373
H: -2.32620 -4.01933 -0.83174  -0.430
H: -2.97096 -4.38560 0.83836  0.516
H: -5.46417 -7.12745 -2.46334  0.194
H: -7.09392 -7.80683 -2.03968  0.463
H: -5.64403 -8.11186 -0.95884  0.279

Gap between HOMO and LUMO   0.2966 Ha
HOMO   -0.3552 Ha

Results for M: 958.36; 1376.62 (in Da, following the order of the records).
Results for electronic energy: -92655.405; -166411.391 (in eV, following the order of the records).